A molecular structure, C40H47AuClN3O2Sb. Source: OMol25; level of theory: ωB97M-V/def2-TZVPD.

```
95
Properties=species:S:1:pos:R:3:forces:R:3
Au 0.7665 -0.4458 0.5644 0.3625 0.1094 0.4413
C 3.8337 1.0596 -5.2590 0.0097 -0.0039 -0.0297
C 2.8700 0.3872 -4.3129 0.0139 -0.0823 -0.0807
C 1.6682 -0.1214 -4.7841 0.1042 0.0047 0.0721
C 0.7921 -0.7144 -3.8729 -0.0452 0.0136 -0.0312
C -0.5124 -1.3021 -4.3454 -0.1078 -0.0141 0.0014
C 1.1152 -0.7679 -2.5331 -0.0352 0.0315 -0.0908
C 2.3166 -0.2302 -1.9962 -0.0745 0.0046 -0.1340
C 3.1922 0.3277 -2.9629 0.0118 -0.1093 0.0808
N 2.4506 -0.2536 -0.6387 0.1216 -0.0432 0.0611
C 3.6798 -0.0616 0.1619 -0.0599 0.0058 -0.0045
C 3.8171 -1.2870 1.0829 0.0220 0.0274 0.0504
C 3.5520 1.2049 1.0190 0.0043 0.0191 -0.0443
C 5.0214 0.0461 -0.5787 -0.0295 -0.0753 -0.0656
H 3.4796 1.0005 -6.2891 -0.0028 0.0001 0.0041
H 4.8232 0.5985 -5.2156 -0.0035 -0.0033 0.0133
H 3.9592 2.1170 -5.0099 -0.0033 0.0068 0.0070
H 1.4158 -0.0631 -5.8374 0.0020 -0.0015 -0.0044
H -0.6336 -1.1795 -5.4226 0.0036 0.0070 -0.0038
H -1.3663 -0.8324 -3.8507 0.0264 0.0080 0.0341
H -0.5688 -2.3703 -4.1213 0.0521 0.0094 -0.0202
H 0.4009 -1.2223 -1.8547 0.0526 0.0332 0.0179
H 4.1215 0.7868 -2.6836 0.1001 0.0689 0.1425
H 2.9307 -1.4018 1.7087 -0.0058 0.0018 -0.0084
H 4.6913 -1.1895 1.7340 -0.0018 0.0069 0.0009
H 3.9240 -2.1915 0.4809 -0.0035 -0.0033 0.0004
H 2.6697 1.1513 1.6595 -0.0097 -0.0187 -0.0028
H 3.4557 2.0877 0.3815 -0.0078 -0.0856 0.0301
H 4.4336 1.3269 1.6561 0.0159 0.0206 0.0068
H 5.1689 -0.7675 -1.2900 -0.0388 0.0263 -0.0470
H 5.8128 -0.0145 0.1719 0.0078 -0.0324 -0.0255
H 5.1460 1.0006 -1.0851 -0.0267 0.0312 -0.0486
Cl -3.9995 -2.0599 -1.9281 0.0241 0.0069 -0.0029
C -2.5984 -3.1434 -1.6193 -0.0615 0.0436 -0.0717
C -1.6769 -2.6295 -0.5008 -0.0493 0.1120 -0.0260
O -1.2646 -3.5070 0.2881 0.0556 -0.0787 0.0194
O -1.3971 -1.4140 -0.5115 -0.2611 -0.1620 -0.0280
H -2.0362 -3.1781 -2.5504 0.0091 -0.0437 0.0164
H -3.0023 -4.1219 -1.3853 0.0421 -0.0032 0.0507
N -0.6311 -2.5346 2.7697 0.1043 -0.0027 -0.0058
C -0.5818 -1.3034 3.3008 -0.1083 0.0323 0.0279
C -0.9178 -1.0838 4.6601 -0.0010 0.0280 -0.0671
C -0.8692 0.1825 5.1753 -0.0162 -0.0052 0.0461
C -0.4857 1.2491 4.3587 0.0170 -0.0063 -0.0524
C -0.1610 0.9604 3.0572 0.0169 0.0675 0.0097
N -0.1973 -0.2737 2.5248 0.0162 -0.0534 -0.1293
H -1.0408 -3.2553 3.3363 -0.0165 -0.0241 -0.0214
H -0.6710 -2.7081 1.7499 -0.0339 -0.0356 -0.0143
H -1.2224 -1.9255 5.2683 0.0075 -0.0146 -0.0115
H -1.1336 0.3498 6.2126 0.0005 0.0140 -0.0044
H -0.4458 2.2678 4.7145 -0.0118 0.0006 0.0103
H 0.1512 1.7424 2.3773 0.0123 -0.0365 0.0491
C -3.7119 1.5515 -2.6056 -0.0309 -0.1257 -0.0014
C -3.1883 2.9500 -2.7723 0.0146 0.0730 -0.0240
C -3.8362 3.8260 -3.6413 -0.0286 -0.0323 0.0375
C -3.4131 5.1369 -3.7945 -0.0026 0.0420 -0.0135
C -2.3258 5.5939 -3.0674 0.0039 -0.0127 0.0097
C -1.6656 4.7253 -2.2083 0.0214 -0.0290 0.0005
C -2.0739 3.4027 -2.0534 -0.0204 0.0991 -0.1267
Sb -1.0220 2.0293 -0.7427 -0.0842 -0.0213 -0.1668
C 0.6696 3.3364 -0.4618 0.1133 -0.0113 0.0742
C 0.9967 3.8573 0.7875 -0.0005 -0.0017 0.0208
C 2.1717 4.5672 1.0003 -0.0037 0.0060 0.0095
C 3.0502 4.7577 -0.0520 -0.0112 0.0526 -0.0078
C 2.7428 4.2384 -1.3014 -0.0448 0.0360 -0.0242
C 1.5658 3.5288 -1.5295 0.0115 -0.0147 0.0293
C 1.2916 2.9863 -2.9038 -0.0692 0.0083 -0.0478
C -2.2156 2.7387 0.9223 -0.0212 -0.0039 0.1271
C -2.1775 4.0844 1.2819 0.0060 0.0395 -0.0144
C -2.9206 4.5799 2.3440 0.0207 -0.0106 -0.0104
C -3.7340 3.7164 3.0612 0.0002 -0.0159 0.0119
C -3.8117 2.3835 2.6899 -0.0262 0.0252 -0.0150
C -3.0724 1.8745 1.6214 -0.0210 0.0315 -0.0076
C -3.2394 0.4278 1.2489 0.0449 -0.0870 0.0050
H -4.5357 1.3535 -3.2919 0.0173 -0.0088 -0.0136
H -4.0856 1.3874 -1.5925 -0.0240 0.0469 0.0277
H -2.9435 0.7935 -2.7696 0.0289 0.0147 -0.0225
H -4.6919 3.4681 -4.2038 0.0010 0.0037 -0.0034
H -3.9317 5.7975 -4.4791 -0.0024 -0.0019 0.0048
H -1.9844 6.6169 -3.1708 -0.0014 0.0019 -0.0060
H -0.8035 5.0872 -1.6579 0.0134 -0.0027 -0.0077
H 0.3198 3.7188 1.6230 0.0253 0.0084 -0.0201
H 2.3983 4.9552 1.9861 0.0037 0.0044 -0.0039
H 3.9739 5.3043 0.0958 0.0073 -0.0140 0.0022
H 3.4311 4.3805 -2.1274 0.0105 -0.0028 0.0039
H 2.1161 3.2100 -3.5813 -0.0032 -0.0249 0.0231
H 0.3815 3.4080 -3.3319 -0.0489 0.0816 0.0251
H 1.1746 1.9014 -2.8878 -0.0519 0.0073 0.0237
H -1.5527 4.7682 0.7181 -0.0182 0.0024 0.0087
H -2.8639 5.6303 2.6030 -0.0063 0.0016 0.0011
H -4.3168 4.0806 3.8991 -0.0043 -0.0012 -0.0047
H -4.4679 1.7141 3.2353 0.0079 -0.0088 0.0028
H -3.9815 -0.0491 1.8908 0.0224 -0.0176 0.0106
H -2.3050 -0.1286 1.3196 -0.0235 0.0204 -0.0063
H -3.5611 0.2951 0.2154 -0.0263 0.0400 -0.0290
```
Forces are in eV/Å.

## Properties
Total energy (Eh): -2703.41745
HOMO-LUMO gap (eV): 6.34
Molar mass (g/mol): 956.02
E_HOMO (Ha): -0.1383
Charge: -1
Lowest unoccupied orbital energy (eV): 2.5788
Strongest force on any atom (eV/Å): 0.58
Energy relative to the best compared isomer or geometry (same formula, charge and spin) (kJ/mol): 8.93
2S+1: 1